# 1
{
  "formula": "C5H10O2",
  "method": "wB97M-V/def2-TZVPD",
  "lumo_ev": 0.62,
  "max_force_ev_per_a": 0.54,
  "orbital_gap_ev": 10.19,
  "smiles": "C1=CC1.C=O.CO",
  "elements": ["C", "O", "C", "C", "C", "C", "O", "H", "H", "H", "H", "H", "H", "H", "H", "H", "H"],
  "positions_angstrom": [[2.432, 1.109, -0.579], [1.732, 0.015, -1.126], [-0.339, -1.355, 0.680], [-1.190, -1.050, 1.883], [-1.571, -1.748, 0.613], [-1.414, 0.892, -0.923], [-0.880, 0.770, -2.001], [2.950, 1.696, -1.351], [3.184, 0.706, 0.105], [1.781, 1.787, -0.005], [0.630, -1.214, 0.214], [-1.052, -1.622, 2.804], [-1.526, -0.022, 2.068], [-2.362, -2.235, 0.064], [-2.500, 0.732, -0.789], [-0.855, 1.185, -0.016], [0.979, 0.353, -1.640]]
}

# 2
{
  "formula": "C5H10O2",
  "method": "wB97M-V/def2-TZVPD",
  "lumo_ev": [0.91, 0.91],
  "max_force_ev_per_a": 1.43,
  "orbital_gap_ev": [7.98, 8.27],
  "elements": ["O", "C", "C", "C", "C", "O", "C", "H", "H", "H", "H", "H", "H", "H", "H", "H", "H"],
  "positions_angstrom": [[-0.665, -1.499, 1.941], [-0.901, -1.042, 0.621], [-0.362, 0.371, 0.523], [1.172, 0.457, 0.694], [1.494, 1.641, -0.159], [0.527, 1.822, -1.010], [-0.530, 1.026, -0.822], [-0.959, -2.415, 2.000], [-0.388, -1.670, -0.123], [-1.977, -1.050, 0.380], [-0.850, 0.976, 1.312], [1.500, 0.531, 1.732], [1.635, -0.450, 0.257], [-0.351, -1.390, -3.101], [2.441, 2.099, -0.409], [-0.342, -0.836, -2.597], [-1.445, 1.430, -1.237]]
}

# 3
{
  "formula": "C5H10O2",
  "method": "wB97M-V/def2-TZVPD",
  "lumo_ev": 1.02,
  "max_force_ev_per_a": 2.04,
  "orbital_gap_ev": 10.74,
  "elements": ["C", "O", "C", "C", "O", "C", "C", "H", "H", "H", "H", "H", "H", "H", "H", "H", "H"],
  "positions_angstrom": [[2.137, 1.069, -0.456], [0.746, 1.004, -0.231], [0.272, -0.303, -0.373], [0.444, -1.252, 0.830], [-0.960, -1.241, 1.110], [-1.200, -0.505, -0.097], [-2.183, 0.618, 0.133], [2.690, 0.469, 0.284], [2.401, 0.708, -1.463], [2.437, 2.115, -0.367], [0.511, -0.713, -1.357], [0.998, -0.832, 1.670], [0.775, -2.270, 0.603], [-1.654, -1.229, -0.876], [-2.170, 1.487, -0.553], [-2.989, -0.091, -0.022], [-2.256, 0.968, 1.165]]
}

# 4
{
  "formula": "C5H10O2",
  "method": "wB97M-V/def2-TZVPD",
  "lumo_ev": 0.03,
  "max_force_ev_per_a": 4.07,
  "orbital_gap_ev": 8.56,
  "elements": ["C", "C", "C", "O", "O", "H", "H", "H", "H", "C", "C", "H", "H", "H", "H", "H", "H"],
  "positions_angstrom": [[0.831, -0.680, -1.287], [0.278, -0.652, 0.116], [1.964, -0.120, 1.316], [-0.176, -1.628, 0.706], [2.931, 0.338, 0.785], [1.958, -0.779, 2.211], [0.034, -0.529, -2.017], [1.264, -1.661, -1.485], [1.580, 0.094, -1.452], [-0.741, 0.896, 0.264], [-2.115, 0.437, -0.169], [-2.449, -0.397, 0.452], [-2.124, 0.101, -1.208], [-2.832, 1.259, -0.088], [-0.786, 1.298, 1.282], [-0.295, 1.634, -0.403], [0.680, 0.388, 0.976]]
}

# 5
{
  "formula": "C5H10O2",
  "method": "wB97M-V/def2-TZVPD",
  "lumo_ev": 0.55,
  "max_force_ev_per_a": 0.60,
  "orbital_gap_ev": 10.01,
  "smiles": "C=C1COC1.[H][H].C=O",
  "elements": ["O", "C", "C", "C", "C", "O", "C", "H", "H", "H", "H", "H", "H", "H", "H", "H", "H"],
  "positions_angstrom": [[2.489, 0.419, 0.755], [2.444, -0.373, -0.155], [0.082, -1.362, -0.057], [-0.726, -0.320, 0.037], [-1.869, 0.221, -0.778], [-2.287, 1.032, 0.333], [-1.187, 0.583, 1.150], [1.124, 1.607, -0.119], [2.723, -1.432, -0.014], [2.142, -0.093, -1.183], [0.621, -1.712, 0.815], [0.183, -1.924, -0.982], [0.553, 1.657, -0.596], [-2.587, -0.576, -1.009], [-1.675, 0.811, -1.682], [-0.527, 1.413, 1.431], [-1.503, 0.049, 2.052]]
}

# 6
{
  "formula": "C5H10O2",
  "method": "wB97M-V/def2-TZVPD",
  "lumo_ev": 0.67,
  "max_force_ev_per_a": 2.17,
  "orbital_gap_ev": 9.35,
  "smiles": "C=C/C=C/CO.O",
  "elements": ["C", "C", "C", "O", "C", "C", "H", "H", "H", "H", "H", "H", "H", "H", "H", "H", "O"],
  "positions_angstrom": [[1.880, -1.237, -0.579], [3.054, -1.100, 0.030], [-1.493, 0.470, -1.210], [-1.134, 1.839, -1.178], [-0.347, -0.460, -1.151], [0.916, -0.167, -0.866], [1.516, -2.208, -0.918], [3.411, -0.364, 0.740], [3.726, -1.959, -0.068], [-2.142, 0.269, -2.077], [-2.175, 0.322, -0.368], [-0.970, 2.136, -2.086], [-0.482, -1.523, -1.378], [1.149, 0.827, -0.486], [-2.147, 0.682, 4.526], [-2.061, 1.343, 3.190], [-2.701, 1.131, 3.878]]
}

# 7
{
  "formula": "C5H10O2",
  "method": "wB97M-V/def2-TZVPD",
  "lumo_ev": 1.13,
  "max_force_ev_per_a": 2.74,
  "orbital_gap_ev": 10.80,
  "smiles": "C[C@@H]1OC[C@H](C)O1",
  "elements": ["C", "C", "C", "O", "C", "C", "O", "H", "H", "H", "H", "H", "H", "H", "H", "H", "H"],
  "positions_angstrom": [[2.219, 0.402, -0.650], [1.010, -0.365, -0.155], [0.604, -0.135, 1.304], [-0.813, -0.273, 1.284], [-1.212, -0.390, -0.065], [-2.485, 0.365, -0.347], [-0.153, 0.056, -0.849], [2.373, 0.245, -1.717], [3.111, 0.070, -0.126], [2.106, 1.472, -0.483], [1.006, -1.516, -0.314], [0.867, 0.869, 1.660], [1.039, -0.874, 1.984], [-1.265, -1.575, -0.286], [-2.360, 1.420, -0.134], [-2.773, 0.252, -1.393], [-3.276, -0.022, 0.287]]
}

# 8
{
  "formula": "C5H10O2",
  "method": "wB97M-V/def2-TZVPD",
  "lumo_ev": 0.75,
  "max_force_ev_per_a": 3.78,
  "orbital_gap_ev": 10.81,
  "smiles": "CC(C)CC(=O)O",
  "elements": ["O", "C", "O", "C", "C", "C", "C", "H", "H", "H", "H", "H", "H", "H", "H", "H", "H"],
  "positions_angstrom": [[2.747, 1.087, 0.833], [1.692, 1.146, 0.233], [1.071, 2.310, 0.074], [1.068, -0.132, -0.281], [-0.422, -0.143, -0.387], [-1.239, 0.013, 1.018], [-0.959, -1.488, -0.854], [1.484, 3.000, 0.613], [1.615, -0.072, -1.254], [1.481, -1.085, 0.085], [-0.821, 0.627, -1.049], [-2.321, -0.020, 0.770], [-0.874, -0.659, 1.808], [-1.354, 1.033, 1.414], [-1.218, -1.400, -1.926], [-0.154, -2.223, -0.762], [-1.798, -1.993, -0.335]]
}

Ordered ΔE to the lowest compared entry with this formula, charge and spin results: 114.8 120.4 72.6 116.5 118.5 67.6 34.8 32.6; unit kcal per mole.